(w)
Formula: C2H8N4O
Source: OMol25
Level of theory: ωB97M-V with the def2-TZVPD basis set

Element x y z (Å)
C  1.04  0.87  1.00
N  -0.55  0.06  -0.57
N  0.77  -0.12  -0.03
N  -0.62  0.56  -1.87
N  1.00  -1.40  0.48
C  -1.69  -0.26  0.08
O  -1.74  -0.71  1.20
H  -0.10  -0.05  -2.50
H  -0.19  1.49  -1.91
H  0.33  -1.66  1.21
H  0.96  -2.08  -0.28
H  -2.57  -0.07  -0.55
H  0.39  0.75  1.88
H  2.08  0.75  1.30
H  0.90  1.86  0.58

Computed properties:
* M: 104.1 g/mol
* LUMO energy: 0.93 eV
* charge: 0
* SMILES: CN(N)N(N)C=O
* orbital gap: 9.947 eV

Atom charges from the Mulliken analysis, given in e for atoms 1 to 4: number 1, C, carries -0.75; number 2, N, carries 0.56; number 3, N, carries -0.18; number 4, N, carries -0.81



(x)
Formula: C2H8N4O
Source: OMol25
Level of theory: ωB97M-V with the def2-TZVPD basis set

Element x y z (Å)
C  -0.92  -1.00  0.30
N  -1.84  -0.02  -0.07
N  0.01  -1.51  -0.84
N  -0.68  -1.72  1.28
H  -2.39  0.26  0.73
H  -1.43  0.77  -0.55
H  0.84  -0.95  -1.04
H  -0.44  -1.74  -1.73
H  0.17  -2.22  0.24
C  1.32  0.99  1.06
O  0.50  2.01  -0.74
N  1.53  1.22  -0.17
H  0.86  2.23  -1.61
H  2.03  0.35  1.56
H  0.45  1.36  1.60

Computed properties:
* M: 104.1 g/mol
* LUMO energy: 0.62 eV
* charge: 0
* orbital gap: 8.819 eV

Atom charges from the Mulliken analysis, given in e for atoms 1 to 4: number 1, C, carries 0.17; number 2, N, carries -0.55; number 3, N, carries -0.46; number 4, N, carries -0.70



(y)
Formula: C2H8N4O
Source: OMol25
Level of theory: ωB97M-V with the def2-TZVPD basis set

Element x y z (Å)
C  2.43  -0.01  -0.01
C  0.10  -0.20  -0.04
H  3.42  -0.43  -0.08
H  2.51  0.39  1.04
H  2.29  0.83  -0.78
H  -0.28  -2.19  -0.47
H  -2.80  -0.56  0.02
H  -1.53  -0.71  1.28
H  -1.60  1.13  -1.18
H  -1.51  2.50  0.09
N  -0.86  -1.22  -0.39
N  -2.02  -1.27  0.32
N  -0.09  1.07  0.33
N  -1.39  1.49  -0.16
O  1.32  -0.80  0.03

Computed properties:
* M: 104.1 g/mol
* LUMO energy: 0.93 eV
* charge: 0
* SMILES: CO/C(=N/N)NN
* orbital gap: 9.076 eV

Atom charges from the Mulliken analysis, given in e for atoms 1 to 4: number 1, C, carries -0.63; number 2, C, carries 0.37; number 3, H, carries 0.27; number 4, H, carries 0.26



Which structure is the least stable? The one labeled (y).